Here is a cluster of 13 separate species, C36H84Cl8F3N5O19P3 in total from the OMol25 dataset. Energies are from ωB97M-V/def2-TZVPD.

Its charge is -1. Its HOMO-LUMO gap is 0.222 hartree. The total energy comes out at -8130.91647 Ha.

Geometry as XYZ:
```
158
C36H84Cl8F3N5O19P3 ωB97M-V/def2-TZVPD
Cl -12.164 -0.948 -1.674
Cl 0.367 -7.338 0.315
Cl -9.334 0.391 -2.920
Cl 1.768 -2.128 11.760
Cl -6.775 -5.805 -3.811
Cl -0.186 -7.447 3.738
Cl 0.914 -3.508 8.618
Cl -3.827 -6.295 -4.975
P 5.289 5.529 6.685
P 3.372 -0.481 -6.136
P -3.180 0.042 -9.415
F -0.918 -0.700 3.566
F 0.904 0.356 3.508
F 0.773 -1.608 2.677
O -0.026 6.197 -2.863
O 5.972 4.674 5.461
O -3.301 -0.373 -7.856
O 6.564 -6.173 5.674
O -7.014 -0.726 2.758
O 6.493 -3.831 -0.294
O 3.008 -2.004 -6.583
O -1.092 -0.643 0.749
O 4.800 -0.170 -5.841
O 2.324 -0.126 -4.893
O 5.905 6.994 6.351
O 3.742 5.525 6.175
O -0.749 1.424 1.489
O -4.693 -0.118 -9.985
O -2.629 6.972 5.833
O 2.703 0.425 -7.295
O 5.525 4.956 8.026
O -2.199 -0.591 -10.303
O -3.081 1.654 -9.354
N 6.716 -1.594 -0.467
N -5.182 0.525 2.234
N -2.317 4.942 4.957
N -1.107 4.815 -1.471
N 5.823 -4.594 4.347
C 3.235 5.883 4.891
C 5.549 -3.621 5.397
C 6.242 -5.822 4.605
C -2.443 6.258 4.854
C 1.085 -6.617 2.791
C -2.333 -1.569 -1.175
C -0.055 5.567 -1.820
C -4.367 0.000 -7.040
C 5.309 -1.257 -0.297
C 5.805 3.284 5.471
C -5.857 1.763 1.766
C -0.132 0.168 1.415
C 0.489 -6.020 1.496
C -4.840 -1.745 2.777
C -5.786 -0.596 2.639
C 6.381 -6.739 3.442
C -2.244 4.211 6.186
C -5.283 -6.682 -5.886
C -6.352 -7.151 -4.916
C 2.214 1.231 -4.512
C 1.042 5.785 -0.857
C -1.922 2.291 -8.929
C -2.334 6.849 3.481
C 0.120 -0.462 2.767
C 8.677 -3.083 -0.570
C -1.071 -0.912 -0.630
C -2.319 4.561 -2.205
C -5.009 0.322 -11.267
C -10.623 -1.091 -0.936
C 3.286 0.569 -8.594
C 0.610 -1.885 9.315
C 7.294 7.286 6.505
C -9.544 -1.186 -2.051
C 0.267 -1.901 10.753
C 1.663 -2.471 -6.641
C 7.177 -2.846 -0.446
H 1.381 -5.697 3.295
H -10.691 -1.958 -0.279
H 1.095 5.076 -0.031
H -2.256 4.381 4.120
H -3.138 5.267 -2.076
H 4.734 -2.959 5.105
H 1.025 -1.612 -6.850
H 6.421 -3.051 5.717
H -4.809 -0.861 -6.538
H 7.843 6.345 6.526
H 6.509 -7.725 3.889
H 2.506 6.684 5.011
H 9.250 -2.157 -0.536
H -2.624 4.727 7.068
H 8.874 -3.685 -1.457
H 2.696 5.001 4.544
H -4.068 0.563 -11.760
H -6.016 -8.029 -4.365
H -1.038 2.195 -9.559
H -5.117 0.537 -7.621
H 1.439 -3.319 -7.288
H 7.225 -6.489 2.799
H -7.287 -7.467 -5.380
H 3.947 6.107 4.097
H 5.106 2.959 6.242
H -3.218 6.578 2.905
H -4.964 -2.210 3.755
H -3.796 -1.447 2.686
H -1.030 0.001 -1.222
H -3.957 0.565 -6.202
H 1.963 5.751 -1.440
H -1.423 6.451 3.035
H -0.411 -2.720 10.993
H 3.544 1.619 -8.729
H -2.622 3.524 -2.062
H -1.996 4.618 -3.245
H -1.706 1.957 -7.915
H -0.245 -1.587 -0.855
H 2.599 0.279 -9.388
H -0.987 4.230 -0.656
H 4.206 0.032 -8.824
H -6.804 1.576 1.260
H -6.152 2.348 2.638
H -1.210 3.908 6.349
H 4.751 -1.747 -1.096
H 7.440 -0.895 -0.551
H -8.576 -1.547 -1.704
H -5.092 -2.482 2.014
H -2.313 7.937 3.415
H 1.505 -1.306 9.088
H -0.175 -1.398 8.736
H 2.929 1.947 -4.919
H 0.759 0.311 0.804
H -4.945 -7.385 -6.648
H -4.197 0.545 2.456
H -2.161 -1.827 -2.220
H 1.166 -5.294 1.045
H -2.728 3.250 6.015
H 1.398 -2.856 -5.656
H -3.142 -0.842 -1.100
H 5.439 -6.623 2.906
H -10.565 -0.192 -0.322
H -5.500 -0.386 -11.934
H -0.258 -0.990 11.040
H 6.771 2.788 5.571
H -9.844 -1.895 -2.823
H 7.554 7.719 7.472
H -5.567 1.256 -11.340
H 5.120 -4.149 6.250
H 1.230 1.533 -4.870
H 2.343 1.325 -3.434
H 1.962 -7.259 2.708
H 0.894 6.722 -0.320
H -5.659 -5.756 -6.321
H -5.299 2.400 1.080
H 5.604 -4.367 3.387
H 7.707 7.902 5.706
H 4.952 -1.741 0.612
H -2.474 -2.507 -0.637
H 5.177 -0.176 -0.252
H -0.489 -5.546 1.576
H 5.438 2.902 4.519
H 9.084 -3.618 0.288
H -2.160 3.353 -8.863
```